1.
{
  "formula": "C35H35BKN6O8P",
  "method": "ωB97M-V/def2-TZVPD",
  "species": ["K", "N", "P", "C", "C", "C", "C", "C", "C", "C", "C", "C", "C", "C", "C", "C", "C", "C", "C", "C", "C", "H", "H", "H", "H", "H", "H", "H", "H", "H", "H", "H", "H", "H", "H", "H", "C", "C", "C", "O", "B", "O", "C", "C", "C", "H", "H", "H", "H", "H", "H", "H", "H", "H", "H", "H", "H", "N", "C", "C", "N", "C", "C", "N", "H", "H", "H", "H", "H", "O", "C", "O", "C", "C", "C", "C", "C", "C", "N", "O", "O", "N", "O", "O", "H", "H", "H"],
  "positions_angstrom": [[0.37, -1.36, 1.63], [2.61, -0.67, 1.96], [3.20, 0.26, 0.94], [2.96, 2.07, 1.22], [2.49, 3.07, 0.38], [2.31, 4.35, 0.86], [2.55, 4.65, 2.19], [2.95, 3.64, 3.06], [3.15, 2.37, 2.57], [5.06, 0.22, 0.86], [5.98, 1.25, 0.96], [7.33, 0.97, 1.07], [7.78, -0.35, 1.09], [6.86, -1.38, 1.01], [5.51, -1.09, 0.90], [2.89, 0.08, -0.88], [2.13, -1.01, -1.30], [1.91, -1.25, -2.65], [2.46, -0.40, -3.59], [3.26, 0.66, -3.19], [3.49, 0.89, -1.85], [2.27, 2.85, -0.65], [1.97, 5.13, 0.20], [2.41, 5.66, 2.56], [3.08, 3.85, 4.11], [3.45, 1.55, 3.21], [5.65, 2.28, 0.94], [8.05, 1.78, 1.14], [8.83, -0.56, 1.17], [7.19, -2.41, 1.04], [4.76, -1.87, 0.87], [1.72, -1.67, -0.55], [1.31, -2.09, -2.96], [2.27, -0.57, -4.64], [3.72, 1.30, -3.93], [4.13, 1.69, -1.54], [-5.85, -1.50, 1.40], [-4.67, -1.09, 0.51], [-4.83, -1.76, -0.85], [-3.49, -1.58, 1.15], [-2.85, -0.55, 1.77], [-3.45, 0.65, 1.50], [-4.44, 0.46, 0.48], [-5.67, 1.31, 0.79], [-3.83, 0.95, -0.84], [-5.80, -2.58, 1.55], [-6.81, -1.25, 0.94], [-5.78, -1.03, 2.37], [-4.93, -2.83, -0.71], [-3.97, -1.59, -1.48], [-5.72, -1.38, -1.36], [-6.05, 1.10, 1.79], [-6.45, 1.13, 0.06], [-5.38, 2.36, 0.76], [-2.92, 0.40, -1.06], [-3.55, 1.99, -0.72], [-4.53, 0.85, -1.66], [-0.79, 4.79, 3.02], [-0.64, 3.83, 2.05], [-0.33, 2.50, 2.37], [-0.29, 1.55, 1.46], [-0.52, 1.91, 0.20], [-0.79, 3.23, -0.12], [-0.87, 4.19, 0.79], [-0.24, 4.66, 3.86], [-0.80, 5.74, 2.68], [-0.10, 2.22, 3.39], [-0.48, 1.13, -0.54], [-0.95, 3.54, -1.15], [-0.40, -5.39, 1.19], [-0.75, -4.24, 0.92], [-0.74, -3.24, 1.67], [-1.25, -3.98, -0.52], [-1.71, -5.03, -1.31], [-2.18, -4.78, -2.60], [-2.14, -3.49, -3.13], [-1.64, -2.45, -2.35], [-1.22, -2.70, -1.04], [-1.58, -1.15, -2.88], [-1.04, -0.26, -2.19], [-2.08, -0.92, -4.00], [-2.69, -5.83, -3.40], [-2.72, -6.97, -2.94], [-3.10, -5.56, -4.54], [-1.71, -6.03, -0.91], [-2.48, -3.30, -4.14], [-0.89, -1.88, -0.41]],
  "lowdin_charge": [0.729, -0.428, 0.564, -0.280, -0.095, -0.112, -0.130, -0.110, -0.116, -0.260, -0.092, -0.119, -0.126, -0.102, -0.099, -0.268, -0.088, -0.074, -0.090, -0.099, -0.109, 0.095, 0.098, 0.090, 0.092, 0.096, 0.096, 0.088, 0.085, 0.093, 0.097, 0.070, 0.107, 0.098, 0.091, 0.097, -0.017, -0.458, 0.012, 0.103, -0.309, 0.077, -0.464, -0.015, 0.001, 0.092, 0.084, 0.087, 0.098, 0.073, 0.093, 0.076, 0.089, 0.086, 0.069, 0.086, 0.096, 0.111, -0.397, -0.082, 0.082, -0.127, -0.125, 0.118, 0.080, 0.083, 0.119, 0.090, 0.110, -0.014, -0.671, -0.247, -0.099, 0.040, -0.173, 0.061, -0.186, 0.028, -0.447, -0.111, -0.091, -0.346, 0.034, 0.024, 0.113, 0.112, 0.068],
  "e_homo_ha": [-0.0894, -0.0114],
  "gap_ev": [6.34, 4.00],
  "total_charge": -2
}

=====

2.
{
  "formula": "C3H9O2P",
  "method": "ωB97M-V/def2-TZVPD",
  "species": ["C", "C", "C", "O", "O", "P", "H", "H", "H", "H", "H", "H", "H", "H", "H"],
  "positions_angstrom": [[-0.95, 0.28, -1.15], [1.30, -0.61, -1.19], [0.52, 0.64, -1.00], [-1.75, -0.57, 2.38], [-0.28, -0.47, 2.41], [0.26, 1.04, 1.92], [-1.23, -0.40, -2.08], [-1.42, -0.23, -0.39], [-1.68, 1.21, -1.31], [1.13, -0.98, -2.22], [1.20, -1.32, -0.31], [2.42, -0.28, -1.09], [0.89, 1.55, -0.76], [-1.82, -0.29, 3.27], [1.41, 0.44, 1.51]],
  "lowdin_charge": [-0.161, -0.170, -0.289, -0.083, -0.554, 0.871, 0.109, -0.004, 0.101, 0.079, 0.086, 0.091, 0.020, 0.044, -0.140],
  "spin_multiplicity": 3,
  "e_homo_ha": [-0.2573, -0.3883],
  "gap_ev": [7.77, 9.53],
  "total_charge": 0,
  "s_squared": 2.007,
  "e_above_lowest_ev": 3.165
}

=====

3.
{
  "formula": "C4H7NO2",
  "method": "ωB97M-V/def2-TZVPD",
  "species": ["O", "C", "C", "N", "C", "C", "O", "H", "H", "H", "H", "H", "H", "H"],
  "positions_angstrom": [[-0.09, 0.40, 2.17], [-0.02, 1.06, 1.16], [-0.81, 0.70, -0.09], [-1.66, -0.48, 0.06], [-0.68, -1.36, -0.63], [0.05, -0.11, -1.08], [0.89, 0.17, -1.89], [0.63, 1.95, 1.09], [-1.29, 1.60, -0.50], [-1.77, -0.72, 1.04], [-0.05, -1.96, 0.04], [-1.10, -2.00, -1.41], [3.09, 0.31, 0.35], [2.81, 0.46, -0.32]],
  "lowdin_charge": [0.058, -0.210, -0.220, 0.004, -0.090, -0.344, 0.094, 0.129, 0.154, 0.102, 0.132, 0.119, 0.047, 0.026],
  "e_homo_ha": -0.3651,
  "gap_ev": 10.30,
  "total_charge": 0,
  "smiles": "O=C[C@@H]1NCC1=O.[H][H]",
  "e_above_lowest_ev": 3.131
}

=====

4.
{
  "formula": "C5H9BeO3",
  "method": "ωB97M-V/def2-TZVPD",
  "species": ["O", "C", "O", "Be", "O", "C", "C", "H", "H", "C", "H", "H", "H", "C", "H", "H", "H", "H"],
  "positions_angstrom": [[-0.60, 0.10, 0.52], [-0.29, 1.19, 1.37], [-0.63, 2.22, 0.74], [-0.90, 0.89, -0.64], [-0.65, 0.88, -2.02], [-0.47, -0.07, -2.78], [-0.49, -1.25, 0.98], [0.43, -1.67, 0.55], [-0.39, -1.21, 2.07], [-1.70, -2.05, 0.55], [-2.62, -1.65, 1.01], [-1.80, -2.04, -0.54], [-1.58, -3.09, 0.87], [0.00, -1.40, -2.36], [-0.71, 0.08, -3.85], [0.92, -1.63, -2.93], [-0.75, -2.14, -2.69], [0.21, -1.45, -1.29]],
  "lowdin_charge": [-0.207, -0.104, 0.016, 0.392, 0.108, -0.039, -0.195, 0.124, 0.141, -0.040, 0.103, 0.061, 0.107, 0.023, 0.175, 0.136, 0.134, 0.062],
  "e_homo_ha": -0.4713,
  "gap_ev": 6.82,
  "total_charge": 1,
  "e_above_lowest_ev": 0.000
}

=====

5.
{
  "formula": "C5H13NO",
  "method": "ωB97M-V/def2-TZVPD",
  "species": ["C", "C", "C", "C", "N", "C", "O", "H", "H", "H", "H", "H", "H", "H", "H", "H", "H", "H", "H", "H"],
  "positions_angstrom": [[-1.00, -1.35, -0.72], [-0.68, 0.15, -0.57], [-1.72, 0.84, 0.35], [0.77, 0.42, -0.13], [1.77, 0.00, -1.13], [1.13, -0.22, 1.27], [1.71, 0.70, 2.14], [-0.74, -1.68, -1.73], [-2.06, -1.47, -0.52], [-0.43, -2.01, -0.06], [-0.80, 0.73, -1.49], [-1.37, 1.80, 0.73], [-2.13, 0.22, 1.15], [-2.59, 0.99, -0.30], [0.84, 1.49, 0.06], [1.42, -0.88, -1.51], [1.77, 0.67, -1.88], [0.15, -0.57, 1.62], [1.71, -1.12, 1.07], [2.26, 1.30, 1.64]],
  "lowdin_charge": [-0.063, -0.396, -0.076, -0.363, 0.048, -0.241, -0.040, 0.072, 0.074, 0.079, 0.128, 0.078, 0.075, 0.076, 0.129, 0.061, 0.064, 0.104, 0.111, 0.080],
  "e_homo_ha": -0.3457,
  "gap_ev": 10.36,
  "total_charge": 0,
  "smiles": "CC(C)[C@H](N)CO",
  "e_above_lowest_ev": 1.207
}

=====

6.
{
  "formula": "C5H9AgO4",
  "method": "ωB97M-V/def2-TZVPD",
  "species": ["O", "C", "C", "O", "O", "C", "Ag", "H", "H", "H", "H", "C", "C", "O", "H", "H", "H", "H", "H"],
  "positions_angstrom": [[0.63, -1.04, 3.42], [-0.44, -0.45, 2.92], [0.80, -0.67, 4.80], [-0.66, -0.34, 1.73], [-1.16, 0.14, 3.86], [-0.57, -0.08, 5.15], [-0.79, -0.15, -0.53], [1.04, -1.57, 5.37], [-0.52, 0.88, 5.68], [-1.22, -0.78, 5.70], [1.62, 0.06, 4.87], [1.06, -0.11, -3.28], [-0.27, 0.23, -3.81], [-1.25, 0.15, -2.77], [1.91, 0.54, -3.48], [1.26, -1.13, -2.93], [-0.55, -0.48, -4.62], [-0.27, 1.24, -4.25], [-2.09, 0.46, -3.09]],
  "lowdin_charge": [0.088, -0.573, -0.069, 0.034, 0.093, -0.069, 0.845, 0.141, 0.141, 0.141, 0.144, 0.065, -0.311, -0.165, 0.068, 0.063, 0.133, 0.126, 0.105],
  "spin_multiplicity": 2,
  "e_homo_ha": [-0.4597, -0.5419],
  "gap_ev": [8.87, 10.31],
  "total_charge": 1,
  "s_squared": 0.753,
  "e_above_lowest_ev": 0.000
}

=====

Here are the calculated energy numbers, same order: -3251.2447, -611.2722, -361.7658, -436.1036, -328.2745, -643.5414 (hartree).